# 1
Molecular formula: C35H39I2N8NaO3S2
Method: DFT, the ωB97M-V functional and the def2-TZVPD basis

Results
E_HOMO = -6.718 eV
orbital gap = 0.2479 Ha
relative energy (zero: lowest compared OMol25 entry of this formula, charge and spin) = 22.8 kcal per mole

XYZ file:
```
90
Properties=species:S:1:pos:R:3:lowdin_charge:R:1
Na -0.298 0.101 0.010 0.152
O -0.482 -0.315 1.979 -0.545
S -0.212 -0.175 3.435 1.024
C 1.614 -0.205 3.572 -0.297
C 2.278 0.845 2.691 -0.223
C 3.729 0.492 2.332 -0.211
C 3.880 -0.592 1.270 -0.301
S 3.140 -0.272 -0.383 1.029
O 1.664 -0.284 -0.182 -0.542
C 3.662 1.430 -0.571 -0.385
C 5.003 1.678 -0.844 -0.095
C 5.427 2.985 -1.014 -0.078
C 4.510 4.026 -0.926 -0.070
C 3.173 3.763 -0.671 -0.053
C 2.737 2.456 -0.491 -0.046
C -0.438 1.557 3.837 -0.384
C -0.309 1.961 5.160 -0.093
C -0.483 3.297 5.478 -0.079
C -0.798 4.211 4.479 -0.072
C -0.939 3.791 3.165 -0.065
C -0.761 2.454 2.833 -0.048
H 1.864 -1.221 3.255 0.084
H 1.869 -0.102 4.628 0.096
H 2.255 1.811 3.194 0.124
H 1.696 0.946 1.775 0.082
H 4.254 0.149 3.230 0.120
H 4.241 1.397 2.002 0.109
H 3.387 -1.522 1.564 0.082
H 4.931 -0.817 1.079 0.089
H 5.707 0.857 -0.929 0.111
H 6.468 3.191 -1.226 0.105
H 4.841 5.047 -1.068 0.106
H 2.456 4.572 -0.615 0.069
H 1.689 2.236 -0.305 0.092
H -0.079 1.240 5.937 0.110
H -0.381 3.626 6.504 0.105
H -0.939 5.254 4.728 0.105
H -1.188 4.501 2.388 0.051
H -0.863 2.115 1.808 0.097
I -0.738 5.031 -0.651 0.933
C -0.619 3.680 -2.252 -0.619
C -0.661 4.165 -3.558 -0.247
C -0.620 3.291 -4.611 -0.671
I -0.681 4.094 -6.558 0.863
C -0.535 1.898 -4.391 -0.212
C -0.513 0.932 -5.421 -0.056
C -0.417 -0.393 -5.114 -0.052
C -0.338 -0.767 -3.763 -0.141
N -0.369 0.087 -2.771 0.147
C -0.475 1.410 -3.052 -0.123
C -0.527 2.318 -1.912 -0.465
O -0.485 1.906 -0.713 -0.204
H -0.729 5.229 -3.733 0.074
H -0.576 1.257 -6.451 0.052
H -0.402 -1.149 -5.888 0.103
H -0.237 -1.814 -3.500 0.077
N -6.067 -2.059 0.261 0.121
C -5.241 -0.979 0.056 -0.383
C -3.977 -0.890 0.659 -0.096
N -3.193 0.154 0.478 0.100
C -3.651 1.144 -0.292 -0.114
C -4.902 1.059 -0.875 -0.110
N -5.697 0.004 -0.712 0.118
H -5.644 -2.924 0.547 0.084
H -6.840 -2.132 -0.380 0.094
H -3.610 -1.682 1.307 0.103
H -2.993 1.990 -0.447 0.094
H -5.286 1.855 -1.502 0.107
C -1.698 -3.288 -1.148 -0.161
N -0.560 -2.747 -0.399 -0.061
C -0.650 -3.235 0.981 -0.179
N -0.656 -4.700 1.057 -0.082
C -1.789 -5.190 0.267 -0.176
N -1.727 -4.754 -1.129 -0.084
C -0.467 -5.238 -1.700 -0.172
N 0.703 -4.751 -0.962 -0.083
C 0.674 -3.284 -0.981 -0.171
C 0.575 -5.188 0.430 -0.176
H -1.642 -2.948 -2.182 0.114
H -2.623 -2.906 -0.711 0.110
H -1.559 -2.845 1.440 0.111
H 0.204 -2.854 1.543 0.115
H -2.715 -4.821 0.716 0.121
H -1.797 -6.282 0.297 0.123
H -0.396 -4.901 -2.736 0.126
H -0.467 -6.330 -1.684 0.124
H 0.764 -2.941 -2.012 0.113
H 1.524 -2.901 -0.416 0.108
H 1.431 -4.813 0.997 0.123
H 0.586 -6.280 0.463 0.124
```

# 2
Molecular formula: C35H40BFeN12OP
Method: DFT, the ωB97M-V functional and the def2-TZVPD basis

Results
E_HOMO (spin up / spin down) = -13.071 / -13.076 eV
charge = +2
orbital gap (spin up / spin down) = 0.2940 / 0.2937 Ha
multiplicity = 5
⟨S²⟩ = 6.010
relative energy (zero: lowest compared OMol25 entry of this formula, charge and spin) = 7.1 kcal per mole

XYZ file:
```
91
Properties=species:S:1:pos:R:3:lowdin_charge:R:1
Fe 0.372 -0.065 0.009 0.734
O 0.819 -1.731 2.822 -0.038
N -0.447 -1.355 2.419 -0.034
C -1.220 -0.885 3.304 -0.121
C -2.630 -0.560 3.032 -0.211
C -3.454 -0.609 4.159 -0.019
C -4.828 -0.490 4.058 -0.038
C -5.405 -0.335 2.809 -0.039
C -4.595 -0.254 1.688 -0.100
C -3.203 -0.327 1.769 -0.313
P -2.313 -0.124 0.171 1.103
C -3.088 1.366 -0.567 -0.348
C -2.756 1.661 -1.894 -0.145
C -3.255 2.789 -2.527 -0.070
C -4.071 3.672 -1.829 -0.070
C -4.373 3.415 -0.500 -0.066
C -3.886 2.273 0.127 -0.094
C -3.038 -1.548 -0.737 -0.356
C -3.135 -2.758 -0.045 -0.108
C -3.613 -3.895 -0.674 -0.069
C -3.997 -3.847 -2.007 -0.060
C -3.915 -2.649 -2.699 -0.061
C -3.441 -1.505 -2.069 -0.088
H 0.958 -1.473 3.750 0.109
H -0.889 -0.796 4.342 0.143
H -3.003 -0.776 5.130 0.121
H -5.444 -0.540 4.946 0.120
H -6.480 -0.272 2.703 0.120
H -5.060 -0.129 0.717 0.120
H -2.105 0.994 -2.446 0.069
H -3.021 2.972 -3.569 0.114
H -4.477 4.547 -2.321 0.114
H -5.005 4.096 0.054 0.117
H -4.141 2.100 1.163 0.105
H -2.858 -2.807 1.002 0.107
H -3.701 -4.819 -0.117 0.114
H -4.377 -4.733 -2.497 0.115
H -4.235 -2.596 -3.731 0.116
H -3.421 -0.582 -2.630 0.089
B 3.401 1.602 1.408 -0.406
N 3.471 0.369 0.474 -0.070
C 4.621 -0.238 0.171 -0.065
C 4.394 -1.165 -0.832 -0.034
C 3.037 -1.057 -1.082 -0.155
N 2.473 -0.131 -0.289 -0.040
N 1.981 1.777 2.057 -0.063
C 1.769 2.629 3.066 -0.079
C 0.410 2.677 3.339 -0.047
C -0.141 1.789 2.422 -0.197
N 0.811 1.248 1.653 -0.032
H 3.641 2.610 0.770 0.063
H 4.201 1.455 2.290 0.081
H 5.529 0.039 0.680 0.132
H 5.107 -1.820 -1.300 0.104
H 2.443 -1.622 -1.780 0.092
H 2.601 3.128 3.536 0.132
H -0.090 3.238 4.109 0.103
H -1.177 1.520 2.281 0.084
N -0.121 -4.344 -0.674 0.075
C 0.181 -3.389 0.205 -0.108
N 0.169 -2.222 -0.411 0.062
C -0.153 -2.550 -1.695 -0.341
N -0.341 -3.830 -1.895 0.175
C -0.187 -1.536 -2.745 -0.208
C -0.481 -1.852 -4.072 -0.037
N -0.413 -0.947 -5.032 0.127
C -0.016 0.273 -4.676 -0.085
C 0.267 0.594 -3.361 -0.109
N 0.158 -0.302 -2.377 0.088
H -0.184 -5.339 -0.526 0.176
H 0.417 -3.567 1.240 0.131
H -0.775 -2.860 -4.338 0.131
H 0.084 1.011 -5.462 0.120
H 0.615 1.583 -3.099 0.094
N 0.768 5.789 -0.763 0.065
C 1.524 4.800 -1.613 -0.079
C 1.402 3.427 -0.968 -0.200
N 0.027 2.994 -0.763 -0.037
C -0.708 3.982 0.019 -0.179
C -0.674 5.376 -0.592 -0.080
H 0.832 6.727 -1.160 0.186
H 1.208 5.829 0.160 0.187
H 2.558 5.135 -1.678 0.143
H 1.069 4.837 -2.603 0.138
H 1.899 3.438 0.005 0.088
H 1.955 2.699 -1.564 0.123
H -0.456 2.828 -1.640 0.076
H -0.264 4.015 1.018 0.114
H -1.745 3.677 0.136 0.101
H -1.160 6.117 0.040 0.142
H -1.124 5.398 -1.585 0.135
```

# 3
Molecular formula: C35H40Ge2O2PTc
Method: DFT, the ωB97M-V functional and the def2-TZVPD basis

Results
E_HOMO (spin up / spin down) = -16.213 / -16.173 eV
charge = +3
orbital gap (spin up / spin down) = 0.2075 / 0.2028 Ha
multiplicity = 4
⟨S²⟩ = 3.827
relative energy (zero: lowest compared OMol25 entry of this formula, charge and spin) = 0.0 kcal per mole

XYZ file:
```
81
Properties=species:S:1:pos:R:3:lowdin_charge:R:1
Tc -0.825 2.376 0.444 1.185
C -0.486 -0.758 4.394 -0.136
C -0.939 0.487 3.618 -0.349
Ge 0.276 0.925 2.138 0.865
C 1.605 2.344 2.582 -0.340
C 2.243 1.907 3.909 -0.129
C 1.180 -0.641 1.515 -0.223
C 2.123 -0.900 0.600 -0.294
Ge 2.604 0.111 -1.011 1.230
C 4.023 1.412 -0.771 -0.319
C 5.292 1.022 -1.542 -0.128
C 1.928 -0.844 -2.582 -0.300
C 2.204 -2.342 -2.668 -0.121
C 2.966 -2.116 0.609 -0.266
C 2.657 -3.274 1.327 -0.014
C 3.515 -4.360 1.312 -0.030
C 4.710 -4.306 0.599 -0.026
C 5.035 -3.167 -0.118 -0.030
C 4.166 -2.088 -0.101 -0.079
H -1.163 -0.908 5.236 0.094
H 0.523 -0.648 4.797 0.080
H -0.519 -1.663 3.784 0.063
H -0.957 1.368 4.262 0.073
H -1.957 0.362 3.235 0.049
H 1.121 3.319 2.687 0.061
H 2.324 2.402 1.766 0.049
H 1.518 1.853 4.721 0.077
H 2.986 2.657 4.188 0.098
H 2.753 0.946 3.824 0.082
H 0.935 -1.444 2.211 0.044
H 4.188 1.456 0.306 0.073
H 3.609 2.359 -1.121 0.077
H 5.789 0.159 -1.100 0.068
H 5.997 1.853 -1.505 0.096
H 5.095 0.818 -2.597 0.087
H 2.332 -0.305 -3.435 0.078
H 0.855 -0.645 -2.533 0.048
H 3.266 -2.567 -2.727 0.078
H 1.749 -2.707 -3.593 0.093
H 1.773 -2.900 -1.839 0.071
H 1.727 -3.351 1.879 0.112
H 3.257 -5.259 1.856 0.123
H 5.391 -5.149 0.614 0.128
H 5.967 -3.117 -0.673 0.129
H 4.474 -1.175 -0.632 0.065
O 0.922 2.084 -3.126 0.155
C -0.011 2.050 -2.386 -0.513
O 0.243 1.708 -1.064 -0.320
C -1.411 2.311 -2.818 -0.153
C -1.564 2.944 -4.041 0.033
C -2.833 3.204 -4.546 0.011
C -3.961 2.802 -3.845 -0.003
C -3.826 2.143 -2.630 -0.038
C -2.559 1.887 -2.116 -0.305
P -2.454 1.014 -0.554 1.010
C -3.866 1.296 0.472 -0.385
C -3.868 2.499 1.201 -0.121
C -4.896 2.782 2.079 -0.033
C -5.924 1.854 2.229 -0.006
C -5.915 0.650 1.525 -0.013
C -4.883 0.358 0.643 -0.046
C -2.151 -0.717 -0.794 -0.351
C -2.090 -1.251 -2.083 -0.059
C -1.866 -2.611 -2.241 -0.034
C -1.702 -3.426 -1.126 -0.019
C -1.760 -2.890 0.160 -0.039
C -1.982 -1.536 0.331 -0.096
H -0.680 3.241 -4.592 0.142
H -2.937 3.720 -5.492 0.136
H -4.949 3.006 -4.236 0.134
H -4.708 1.814 -2.091 0.123
H -3.072 3.240 1.052 0.075
H -4.914 3.712 2.637 0.130
H -6.743 2.072 2.906 0.133
H -6.715 -0.069 1.669 0.132
H -4.870 -0.581 0.100 0.126
H -2.263 -0.626 -2.952 0.119
H -1.840 -3.037 -3.237 0.128
H -1.550 -4.492 -1.257 0.130
H -1.648 -3.537 1.025 0.125
H -2.064 -1.120 1.333 0.096
```

> What is the relative energy (zero: lowest compared OMol25 entry of this formula, charge and spin) in the third record?

0.0 kcal per mole

> Among the records above, which one has the highest relative energy (zero: lowest compared OMol25 entry of this formula, charge and spin)?

C35H39I2N8NaO3S2